[1]
Density functional theory data (ωB97M-V/def2-TZVPD) for a single C5H3NO molecule in a non-equilibrium geometry.

Its largest force on an atom is 3.30 eV Å⁻¹. Its SMILES is C#Cc1cnoc1. Its lowest unoccupied orbital energy is 0.883 eV. The energy above the lowest of the compared OMol25 structures with the same formula, charge and spin is 2.741 eV. For the HOMO-LUMO gap, the calculation gives 10.10 eV. Its spin multiplicity is 1.

Each line ends with the Mulliken charge.
Element x y z (Å)
C: -0.77 -2.39 -1.50  -0.0632
C: -0.33 -1.39 -0.98  -0.6632
C: -0.03 -0.24 -0.26  0.3763
C: 1.15 0.48 -0.17  -0.2669
N: 1.10 1.42 0.73  -0.4021
O: -0.19 1.36 1.26  -0.1455
C: -0.85 0.47 0.62  -0.0775
H: -1.25 -3.32 -1.77  0.4183
H: 2.05 0.47 -0.77  0.4155
H: -1.91 0.37 0.97  0.4083

[2]
Density functional theory data (ωB97M-V/def2-TZVPD) for a single C5H9NSi molecule in a non-equilibrium geometry.

Its largest force on an atom is 4.69 eV Å⁻¹. Its SMILES is [H]/N=C1/C=CC[C@H]1[SiH3]. Its lowest unoccupied orbital energy is 0.882 eV. The energy above the lowest of the compared OMol25 structures with the same formula, charge and spin is 1.817 eV. For the HOMO-LUMO gap, the calculation gives 9.97 eV. Its spin multiplicity is 1.

Each line ends with the Mulliken charge.
Element x y z (Å)
H: -1.56 0.90 1.82  0.2770
N: -2.04 0.84 0.94  -0.7084
C: -1.27 0.32 0.11  0.3454
C: -1.32 0.36 -1.32  -0.4616
C: -0.37 -0.35 -1.90  -0.3997
C: 0.72 -0.81 -0.98  -0.7432
C: 0.23 -0.53 0.43  -0.1736
Si: 1.34 0.55 1.55  0.4412
H: -2.34 0.74 -1.77  0.2993
H: -0.23 -0.50 -2.92  0.4717
H: 0.80 -1.88 -1.02  0.2646
H: 1.73 -0.51 -1.24  0.3412
H: -0.10 -1.52 0.87  0.3923
H: 0.79 0.68 2.85  -0.1535
H: 1.09 1.97 1.01  -0.0432
H: 2.52 -0.26 1.56  -0.1496

[3]
Density functional theory data (ωB97M-V/def2-TZVPD) for a molecular structure, C31H27N10PPtS.

Its largest force on an atom is 0.33 eV Å⁻¹. Its lowest unoccupied orbital energy (spin up / spin down) is -5.740 / -7.842 eV. Its expectation value of S² is 6.0191. The energy above the lowest of the compared OMol25 structures with the same formula, charge and spin is 1.106 eV. For the HOMO-LUMO gap (spin up / spin down), the calculation gives 7.54 / 5.83 eV. The total charge is +2. Its spin multiplicity is 5.

Each line ends with the Löwdin spin population.
Element x y z (Å)
Pt: -0.22 0.28 1.93  1.7259
N: -4.25 1.03 3.51  0.0200
C: -3.09 0.49 3.14  0.0468
S: -1.65 1.47 3.44  0.4105
N: -3.11 -0.73 2.64  0.0401
N: -1.90 -1.17 2.27  0.1517
C: -1.73 -2.38 1.89  0.0177
C: -0.38 -2.79 1.50  0.0098
C: -0.10 -4.11 1.18  0.0042
C: 1.22 -4.46 0.89  -0.0024
C: 2.20 -3.49 0.94  0.0042
C: 1.83 -2.19 1.25  0.0081
N: 0.57 -1.85 1.52  0.1208
H: -4.29 1.94 3.95  0.0043
H: -5.09 0.48 3.44  0.0019
H: -2.56 -3.08 1.89  0.0047
H: -0.89 -4.85 1.17  0.0010
H: 1.47 -5.49 0.65  -0.0001
H: 3.24 -3.72 0.73  0.0007
H: 2.57 -1.39 1.29  0.0013
N: 2.51 -0.21 5.43  0.0017
C: 1.44 -0.67 4.79  0.0043
N: 1.26 0.06 3.70  0.0828
C: 2.28 0.97 3.74  0.0036
N: 3.06 0.83 4.78  0.0021
C: 2.40 1.99 2.71  0.0046
C: 3.38 2.97 2.71  0.0039
N: 3.43 3.91 1.78  -0.0036
C: 2.48 3.88 0.85  0.0036
C: 1.49 2.91 0.83  0.0072
N: 1.46 1.96 1.75  0.0999
H: 2.92 -0.53 6.30  0.0006
H: 0.83 -1.49 5.12  -0.0001
H: 4.14 2.99 3.49  0.0007
H: 2.50 4.66 0.09  0.0008
H: 0.71 2.90 0.07  0.0033
N: -0.95 0.68 0.12  0.9673
P: -0.67 0.37 -1.47  0.1347
C: -2.13 -0.42 -2.11  0.0283
C: -3.14 -0.85 -1.24  0.0086
C: -4.27 -1.47 -1.76  0.0006
C: -4.39 -1.64 -3.13  -0.0001
C: -3.40 -1.20 -3.99  0.0022
C: -2.27 -0.59 -3.49  0.0048
C: -0.42 1.96 -2.26  0.0322
C: -1.28 3.01 -1.90  0.0078
C: -1.16 4.23 -2.52  0.0005
C: -0.20 4.42 -3.51  0.0036
C: 0.63 3.38 -3.89  0.0030
C: 0.53 2.14 -3.26  0.0062
C: 0.76 -0.66 -1.80  0.0043
C: 0.61 -1.95 -2.31  0.0004
C: 1.74 -2.72 -2.58  0.0007
C: 3.01 -2.20 -2.34  -0.0001
C: 3.15 -0.92 -1.82  0.0006
C: 2.04 -0.15 -1.55  -0.0001
H: -3.05 -0.68 -0.17  0.0051
H: -5.05 -1.80 -1.09  0.0002
H: -5.28 -2.12 -3.53  0.0000
H: -3.51 -1.33 -5.06  0.0003
H: -1.50 -0.23 -4.16  0.0002
H: -2.02 2.85 -1.13  0.0011
H: -1.82 5.05 -2.24  0.0000
H: -0.12 5.38 -4.00  0.0002
H: 1.37 3.53 -4.67  0.0003
H: 1.19 1.34 -3.56  0.0003
H: -0.37 -2.35 -2.51  0.0001
H: 1.63 -3.71 -2.99  0.0001
H: 3.88 -2.79 -2.57  0.0000
H: 4.14 -0.51 -1.66  0.0001
H: 2.16 0.86 -1.18  0.0000

[4]
Density functional theory data (ωB97M-V/def2-TZVPD) for a single C2 molecule.

Its largest force on an atom is 0.65 eV Å⁻¹. Its lowest unoccupied orbital energy is -4.736 eV. The energy above the lowest of the compared OMol25 structures with the same formula, charge and spin is 0.003 eV. For the HOMO-LUMO gap, the calculation gives 6.84 eV. Its spin multiplicity is 1.

Each line ends with the Mulliken charge.
Element x y z (Å)
C: 0.00 0.00 0.63  0.0000
C: 0.00 0.00 -0.63  0.0000

[5]
Density functional theory data (ωB97M-V/def2-TZVPD) for a single C5H10O molecule in a non-equilibrium geometry.

Its largest force on an atom is 1.75 eV Å⁻¹. Its SMILES is CC/C=C/CO. Its lowest unoccupied orbital energy is 1.085 eV. The energy above the lowest of the compared OMol25 structures with the same formula, charge and spin is 1.453 eV. For the HOMO-LUMO gap, the calculation gives 10.51 eV. Its spin multiplicity is 1.

Each line ends with the Mulliken charge.
Element x y z (Å)
C: 0.36 2.51 -0.39  -1.1088
C: 0.18 1.37 0.62  -0.3204
C: -0.24 0.04 -0.02  -0.1981
C: -0.24 -1.10 0.65  -0.2508
C: -0.42 -2.47 -0.01  -0.6014
O: 0.64 -2.75 -0.92  -0.5141
H: 1.41 2.60 -0.66  0.2589
H: 0.11 3.46 0.09  0.3190
H: -0.35 2.40 -1.21  0.3429
H: -0.56 1.65 1.37  0.2610
H: 1.05 1.15 1.19  0.3511
H: -0.65 0.23 -1.02  0.2564
H: -0.01 -1.17 1.70  0.3046
H: -1.38 -2.55 -0.52  0.2686
H: -0.41 -3.21 0.79  0.2999
H: 0.51 -2.16 -1.66  0.3312

[6]
Density functional theory data (ωB97M-V/def2-TZVPD) for a single CHCl2OPS molecule in a non-equilibrium geometry.

Its largest force on an atom is 4.42 eV Å⁻¹. Its lowest unoccupied orbital energy (spin up / spin down) is 0.481 / -2.946 eV. Its expectation value of S² is 2.0052. The energy above the lowest of the compared OMol25 structures with the same formula, charge and spin is 0.000 eV. For the HOMO-LUMO gap (spin up / spin down), the calculation gives 8.28 / 8.37 eV. Its spin multiplicity is 3.

Each line ends with the Löwdin spin population.
Element x y z (Å)
C: -1.13 -0.16 -0.08  0.6508
O: 1.52 -1.09 0.78  0.0094
P: 0.80 0.04 0.17  0.0838
S: -1.80 -1.56 0.23  1.1360
Cl: 1.25 0.47 -1.73  0.0418
Cl: 1.14 1.68 1.18  0.0292
H: -1.78 0.64 -0.55  0.0491